Computed, not measured: 3 unconnected molecules or ions with the total composition C4H13NO3 at a distorted geometry, with ωB97M-V/def2-TZVPD.

Output
ΔE to the lowest compared entry with this formula, charge and spin: 112.9 kJ/mol
E: -440.67221 a.u.
Kohn-Sham gap: 9.9955 eV
Charge: 0

The geometry in XYZ format:
```
21
Properties=species:S:1:pos:R:3:forces:R:3
C -1.83290 -0.31383 0.10221 0.0 0.5 0.2
N -0.64866 0.34333 -0.07013 -0.3 -0.2 0.0
C -0.23192 1.23706 1.02254 0.1 0.6 -0.3
C 0.13488 0.49510 2.29640 0.6 -1.2 -0.3
C -0.35915 0.74095 -1.44616 -0.5 0.5 0.2
O -2.60476 -0.59412 -0.78432 0.0 -0.5 -0.5
H -2.07654 -0.55239 1.14679 0.1 0.1 0.2
H -1.01732 1.97817 1.20228 -0.1 -0.1 0.2
H 0.58456 1.83654 0.62338 0.3 -0.3 0.2
H 0.40373 -0.53089 2.01064 -0.3 0.0 0.0
H 1.06841 0.78133 2.78016 -0.3 0.8 0.1
H -0.68654 0.41190 3.00047 0.0 0.2 0.2
H -1.24110 1.19899 -1.90049 0.0 0.0 0.0
H 0.43119 1.48426 -1.42696 0.3 -0.3 -0.1
H -0.11399 -0.12941 -2.04772 0.2 0.0 0.0
H 1.26650 -2.39553 -1.41661 0.4 0.0 -0.3
H 0.59731 -2.03562 -0.14342 0.2 0.2 0.2
O 1.46691 -1.98986 -0.56789 -0.8 -0.7 0.1
H 3.65207 0.08783 -0.38822 0.0 0.1 0.0
H 2.24874 -0.46242 -0.26148 -0.6 -1.1 -0.1
O 2.72514 0.34207 -0.39525 0.9 1.5 0.0
```
Forces are in eV/Å.



Computed, not measured: a gas-phase ion, C9H15N4O2 (charge +1) at a distorted geometry, with ωB97M-V/def2-TZVPD.

Output
ΔE to the lowest compared entry with this formula, charge and spin: 267.5 kJ/mol
E: -721.14215 a.u.
Kohn-Sham gap: 7.3008 eV
Charge: +1

The geometry in XYZ format:
```
30
Properties=species:S:1:pos:R:3:forces:R:3
C -2.72822 -1.69434 0.21710 -1.3 0.0 0.6
C -1.39933 -0.01962 -0.57149 -0.8 1.2 -0.2
C -2.75808 -0.39496 -0.20233 0.9 0.3 0.0
C -0.63243 -1.10035 -0.29932 -1.0 0.3 -0.1
C 1.71666 -0.30350 -0.43464 0.9 -3.9 0.0
C 0.94327 1.62584 0.44095 1.2 0.2 0.0
C -3.88909 0.53753 -0.04471 2.1 2.7 -1.7
C 3.06207 -1.13654 -0.19940 1.0 4.4 -1.1
C 1.36995 1.85199 -0.98023 -0.7 0.1 -0.9
N -1.39791 -2.09482 0.23435 -1.5 -1.2 0.0
N 0.68050 -1.32289 -0.48049 1.7 1.4 -0.5
N 1.44953 0.46716 0.75906 -0.8 1.7 -0.4
N 0.42191 2.55123 1.22487 0.5 0.6 -0.3
O 3.00586 -1.51103 1.17251 -0.2 -0.2 -1.6
O 1.75541 0.63553 -1.50952 0.2 -2.6 1.6
H -3.57295 -2.37865 0.59381 1.7 1.3 -0.7
H -4.07817 0.65719 0.95753 -1.1 0.0 2.3
H -3.73014 1.61613 -0.40758 0.6 -1.5 0.4
H -4.68093 0.30150 -0.64419 -2.6 -1.2 -1.0
H 4.02968 -0.42235 -0.32386 -2.3 -1.3 0.0
H 3.15866 -1.88064 -1.01928 -0.3 -0.2 1.0
H 2.21277 2.45490 -1.06893 1.6 1.7 0.7
H 0.72296 2.22158 -1.72422 -1.7 1.0 -0.1
H -1.30152 -3.10538 0.17995 1.0 0.4 0.0
H 0.81249 -2.27219 -0.67580 1.5 -1.2 -0.5
H 1.41266 0.10214 1.68587 0.1 -0.8 0.4
H 0.64109 3.48639 0.90179 -0.6 0.1 0.1
H 0.30410 2.47017 2.22835 0.1 -0.4 -0.2
H 3.52397 -2.28411 1.04427 0.8 -1.6 1.4
H -1.05476 0.94207 -1.05443 -0.7 -1.4 0.7
```
Forces are in eV/Å.



Computed, not measured: C3H7N3O in the gas phase, with ωB97M-V/def2-TZVPD.

Output
ΔE to the lowest compared entry with this formula, charge and spin: 325.7 kJ/mol
E: -357.92583 a.u.
Kohn-Sham gap: 7.6568 eV
Charge: 0

The geometry in XYZ format:
```
14
Properties=species:S:1:pos:R:3:forces:R:3
C 2.21053 -0.67199 0.54396 -0.3 -0.1 0.0
N 1.56931 0.68372 0.29439 0.0 0.3 -0.1
C 0.19659 0.87667 -0.30446 -0.2 0.2 -0.2
O -0.03499 1.84673 -0.98329 0.2 -0.4 0.3
N -0.63277 -0.13112 0.02821 0.1 0.0 0.0
C -1.95995 -0.18661 -0.40062 -0.1 -0.1 0.0
N -2.68948 -1.15987 -0.05750 0.1 0.3 -0.2
H 2.04669 -1.23526 -0.38412 0.0 0.0 0.1
H 1.62018 -1.12718 1.35368 0.1 0.0 -0.1
H 2.17588 1.23788 -0.31461 -0.1 -0.1 0.1
H 1.57613 1.18175 1.18734 0.0 0.0 -0.1
H -0.22098 -0.92970 0.50939 0.0 0.1 -0.1
H -2.23477 0.66941 -1.02184 0.0 -0.1 0.1
H -3.62235 -1.05443 -0.45053 0.1 0.0 0.0
```
Forces are in eV/Å.